1.
DFT (the ωB97M-V functional and the def2-TZVPD basis) results for an isolated molecule of C3H5ClO2 at a distorted geometry.

Calculated total energy: -727.9290 Eh
Total charge: 0
Max |F|: 0.0706 hartree/bohr
ΔE to the lowest compared entry with this formula, charge and spin: 43.2 kcal/mol
Structure (SMILES): C[C@H](Cl)C(=O)O
HOMO energy: -9.84 eV
LUMO energy: 0.432 eV

Geometry as XYZ:
```
11
Properties=species:S:1:pos:R:3:nbo_charge:R:1
Cl -0.60 -2.07 -0.07 -0.029
O 2.36 -0.29 0.62 -0.731
O 1.36 1.33 -0.57 -0.561
C 1.30 0.23 -0.14 0.791
C -1.36 0.52 0.13 -0.677
C -0.39 -0.42 -0.53 -0.268
H -2.47 0.50 -0.09 0.240
H -0.23 -0.48 -1.59 0.230
H 2.47 -1.26 0.98 0.523
H -1.22 1.65 0.01 0.256
H -1.22 0.31 1.25 0.225
```



2.
DFT (the ωB97M-V functional and the def2-TZVPD basis) results for a 2-piece molecular cluster, C11H9NO3 overall at a distorted geometry.

Calculated total energy: -704.8030 Eh
Total charge: 0
Max |F|: 0.0671 hartree/bohr
ΔE to the lowest compared entry with this formula, charge and spin: 130.1 kcal/mol
Structure (SMILES): O=C/C=C\c1ccccc1[N+](=O)[O-].C#C
HOMO energy: -9.90 eV
LUMO energy: -0.869 eV

Geometry as XYZ:
```
24
Properties=species:S:1:pos:R:3:nbo_charge:R:1
O -0.82 -0.33 3.96 -0.502
O -1.75 0.59 -0.36 -0.379
O -2.14 -0.31 -2.30 -0.366
N -1.43 -0.14 -1.31 0.508
C 0.16 0.68 2.06 -0.298
C -0.46 -0.41 2.81 0.394
C 0.79 -0.54 -0.14 -0.079
C 0.67 0.62 0.83 -0.106
C 1.95 -2.46 -0.83 -0.169
C -1.99 3.98 -0.06 -0.223
C -0.10 -2.01 -1.90 -0.205
C 1.04 -2.78 -1.79 -0.207
C -0.20 -0.94 -1.08 0.098
C 1.83 -1.37 0.03 -0.194
C -1.17 4.83 0.10 -0.249
H 1.13 1.62 0.45 0.235
H 2.84 -3.08 -0.74 0.220
H -0.87 -2.17 -2.64 0.260
H 2.64 -1.09 0.62 0.227
H -0.65 -1.26 2.17 0.102
H 0.33 1.57 2.69 0.229
H -2.54 3.06 -0.24 0.253
H 1.25 -3.69 -2.46 0.234
H -0.52 5.61 0.10 0.217
```



3.
DFT (the ωB97M-V functional and the def2-TZVPD basis) results for C25H19BrClN2O6SW as an isolated structure.

Calculated total energy: -5024.4150 Eh
Total charge: +1
Max |F|: 0.0111 hartree/bohr
Multiplicity: 3
ΔE to the lowest compared entry with this formula, charge and spin: 0.0 kcal/mol
HOMO energy (spin up / spin down): -10.96 / -11.64 eV
LUMO energy (spin up / spin down): -3.410 / -3.828 eV

Geometry as XYZ:
```
56
Properties=species:S:1:pos:R:3:nbo_charge:R:1
W 0.60 -0.74 1.33 1.874
Br -3.56 -7.32 -1.69 0.122
Cl -0.68 -2.28 3.08 0.090
S -0.70 1.76 1.13 2.335
O 0.93 -2.69 0.62 -0.689
O -0.28 -1.38 -0.59 -0.671
O -1.23 0.43 1.60 -0.937
O 0.91 0.49 5.25 -0.521
O -0.60 2.79 2.10 -0.865
O 1.20 -0.08 3.11 -0.749
N 2.69 -0.41 0.80 -0.504
N 0.70 1.17 0.61 -0.939
C -3.15 3.21 -2.38 0.050
C 1.92 1.79 0.35 0.126
C -0.87 -3.70 -0.61 -0.171
C -0.04 -2.57 -0.23 0.771
C -1.81 1.49 -1.33 -0.111
C 5.31 0.30 0.17 -0.064
C -2.46 -5.85 -1.25 -0.039
C 0.59 -0.13 4.28 0.776
C -2.23 3.58 -0.17 -0.143
C -2.00 -3.51 -1.40 -0.130
C 2.14 3.08 -0.06 -0.197
C 4.99 -0.98 0.55 -0.260
C 3.67 -1.30 0.85 0.112
C -2.56 1.95 -2.40 -0.219
C -0.66 -1.02 4.37 -0.469
C 4.30 1.27 0.09 -0.093
C 3.00 0.88 0.44 0.220
C 3.46 3.48 -0.37 -0.169
C -1.66 2.31 -0.23 -0.415
C -3.93 3.72 -3.55 -0.641
C -0.54 -4.98 -0.14 -0.133
C 4.51 2.61 -0.31 -0.187
C -2.97 4.02 -1.25 -0.214
C -2.80 -4.59 -1.72 -0.246
C -1.33 -6.06 -0.47 -0.246
H -4.23 2.91 -4.21 0.226
H -3.42 5.00 -1.22 0.231
H 6.33 0.57 -0.07 0.237
H 3.62 4.51 -0.68 0.236
H -1.36 0.51 -1.35 0.238
H 0.35 -5.11 0.47 0.238
H -2.69 1.32 -3.27 0.224
H 3.39 -2.31 1.13 0.228
H -1.55 -0.42 4.24 0.263
H -0.67 -1.53 5.33 0.266
H -3.32 4.42 -4.13 0.239
H -1.09 -7.05 -0.12 0.244
H 5.51 2.94 -0.56 0.233
H -3.68 -4.46 -2.33 0.243
H -2.09 4.20 0.71 0.252
H -2.24 -2.52 -1.75 0.236
H 5.75 -1.75 0.63 0.246
H 1.33 3.78 -0.14 0.235
H -4.82 4.25 -3.23 0.234
```



4.
DFT (the ωB97M-V functional and the def2-TZVPD basis) results for an isolated molecule of C4H10N4O at a distorted geometry.

Calculated total energy: -452.6086 Eh
Total charge: 0
Max |F|: 0.0665 hartree/bohr
ΔE to the lowest compared entry with this formula, charge and spin: 56.0 kcal/mol
Structure (SMILES): N/N=C(/C=C(N)N)CO
HOMO energy: -6.72 eV
LUMO energy: 0.717 eV

Geometry as XYZ:
```
19
Properties=species:S:1:pos:R:3:nbo_charge:R:1
O -0.89 1.93 -0.39 -0.730
N -3.06 -0.76 0.07 -0.661
N 1.96 1.08 -0.02 -0.804
N -1.82 -1.26 -0.18 -0.295
N 2.88 -1.02 0.01 -0.827
C 0.55 -0.89 -0.26 -0.455
C 1.75 -0.24 -0.05 0.416
C -0.98 0.93 0.63 -0.155
C -0.79 -0.46 0.07 0.166
H -0.14 1.14 1.31 0.204
H -3.20 0.20 -0.34 0.322
H 2.90 1.31 -0.32 0.384
H -3.71 -1.42 -0.31 0.368
H -1.96 0.87 1.17 0.193
H 0.55 -1.92 -0.60 0.220
H 3.63 -0.79 0.67 0.386
H 1.26 1.53 -0.53 0.410
H -1.62 1.82 -1.01 0.470
H 2.70 -2.03 0.08 0.391
```



5.
DFT (the ωB97M-V functional and the def2-TZVPD basis) results for a 11-piece molecular cluster, C37H57F7O27 overall at a distorted geometry.

Calculated total energy: -4174.6988 Eh
Total charge: 0
Max |F|: 0.0387 hartree/bohr
ΔE to the lowest compared entry with this formula, charge and spin: 0.0 kcal/mol
Structure (SMILES): O=C1OC[C@@H](F)O1.O=C1OC[C@@H](F)O1.O=C1OC[C@@H](F)O1.O=C1OC[C@@H](F)O1.O=C1OC[C@@H](F)O1.O=C1OC[C@@H](F)O1.O=C1OC[C@@H](F)O1.CCOC(C)=O.CCOC(C)=O.CCOCC.CCOCC
HOMO energy: -9.54 eV
LUMO energy: 0.279 eV

Geometry as XYZ:
```
128
Properties=species:S:1:pos:R:3:lowdin_charge:R:1
F -3.44 -3.54 0.40 0.064
F 3.87 -1.26 4.55 0.054
F -2.13 9.16 0.98 0.033
F -7.00 4.73 -1.74 0.066
F -2.00 -1.87 -2.48 0.074
F 3.62 -7.62 -1.63 0.072
F 3.88 2.93 -5.09 0.085
O 4.95 -4.86 -2.09 0.091
O 4.19 4.20 -2.02 0.104
O -4.52 0.45 2.02 0.164
O -0.91 0.15 -0.80 -0.175
O -2.37 6.17 2.05 0.110
O 3.02 -5.53 -1.22 0.114
O -2.85 5.02 0.18 0.162
O 3.94 0.79 -4.30 0.133
O 2.12 3.51 -1.44 -0.004
O -4.33 -1.41 -4.93 0.072
O 1.78 0.24 -4.67 0.095
O -4.13 -1.42 0.87 0.128
O -3.10 7.25 0.25 0.139
O 3.94 -3.60 -0.52 0.181
O -3.02 -1.87 -6.72 0.187
O -6.12 6.30 -0.42 0.138
O 2.73 -1.69 1.87 0.074
O -3.29 -1.24 2.92 0.069
O 0.43 -7.25 0.59 0.106
O 2.36 -2.69 3.82 0.128
O -6.21 7.31 1.59 0.165
O 2.20 -6.27 1.58 -0.031
O -2.12 -1.53 -4.69 0.137
O 2.95 -0.72 -2.99 0.178
O 0.62 -1.98 2.58 0.155
O -6.23 5.08 1.43 0.085
O 0.26 0.69 4.37 -0.159
C -2.72 7.46 2.50 -0.052
C 2.86 0.02 -3.91 -0.541
C 0.45 -4.87 0.89 0.032
C -0.26 1.47 3.34 -0.288
C 1.01 4.32 -3.41 -0.065
C -2.58 -1.10 -3.43 -0.331
C 3.74 -2.41 3.80 -0.277
C 0.77 -1.53 -0.86 -0.067
C 3.45 3.45 -1.44 -0.548
C 2.04 1.46 -5.38 -0.049
C 1.02 -6.27 0.96 -0.559
C -2.76 1.63 -0.85 -0.033
C 3.98 -4.54 -1.24 -0.524
C -4.05 -1.35 -3.52 -0.047
C 0.51 -0.06 -0.68 -0.231
C 2.84 -7.54 1.86 -0.206
C -5.98 4.99 -0.88 -0.315
C 3.29 -6.45 -2.25 -0.294
C 3.97 2.28 -0.64 0.032
C -0.69 -0.16 5.03 -0.254
C -3.99 -0.61 1.97 -0.568
C -2.76 6.04 0.79 -0.536
C 0.93 2.07 2.58 -0.073
C 0.09 -0.79 6.17 -0.067
C 4.01 -2.11 2.36 -0.041
C -3.12 8.22 1.24 -0.286
C -1.25 1.52 -0.70 -0.263
C -3.07 -2.34 0.93 -0.308
C 4.48 -5.85 -3.00 -0.036
C 4.10 -7.18 2.63 -0.063
C 1.50 4.65 -2.02 -0.218
C 1.80 -2.07 2.74 -0.557
C -3.15 -1.63 -5.58 -0.548
C -6.05 4.11 0.38 -0.021
C -6.23 6.32 0.94 -0.553
C 3.54 1.65 -5.34 -0.321
C -2.90 -2.54 2.44 -0.024
H 0.67 4.98 -1.38 0.119
H 1.04 -1.18 5.79 0.061
H 0.65 2.58 1.66 0.058
H 4.78 2.52 0.05 0.090
H 4.45 1.55 -1.30 0.087
H 2.14 -8.17 2.41 0.127
H -2.16 -1.99 0.45 0.155
H -5.04 4.87 -1.42 0.157
H -0.99 1.93 0.29 0.102
H 4.82 -6.67 2.00 0.074
H 1.52 2.79 3.16 0.076
H -6.84 3.37 0.36 0.144
H 0.53 -1.92 -1.84 0.076
H -4.04 8.80 1.29 0.161
H 0.17 -2.05 -0.09 0.053
H 4.56 -8.09 3.03 0.079
H -0.71 2.10 -1.45 0.110
H -4.25 -2.39 -3.23 0.150
H 0.35 -0.18 7.02 0.075
H 3.17 1.72 -0.15 0.070
H -1.00 -0.92 4.31 0.090
H 2.45 -6.53 -2.92 0.171
H 0.45 5.15 -3.86 0.087
H -3.12 2.63 -1.05 0.063
H 4.23 -2.99 1.75 0.120
H -3.19 1.18 0.04 0.059
H -4.69 -0.71 -2.91 0.140
H -0.47 -1.69 6.45 0.078
H 3.82 -6.52 3.45 0.075
H -1.89 -2.80 2.74 0.117
H 1.81 -1.75 -0.63 0.062
H -1.53 0.40 5.44 0.124
H -5.07 3.67 0.55 0.121
H 0.85 0.40 0.25 0.103
H 3.98 1.32 -6.29 0.170
H 1.55 1.47 -6.35 0.144
H -0.24 -4.74 1.72 0.090
H 4.21 -5.32 -3.91 0.142
H -3.09 1.00 -1.68 0.052
H 4.80 -1.38 2.16 0.148
H 5.23 -6.61 -3.20 0.143
H -0.09 -4.82 -0.05 0.094
H -2.29 -0.07 -3.22 0.151
H 1.63 1.24 2.41 0.065
H 4.36 -3.20 4.22 0.169
H 1.53 2.29 -4.87 0.102
H 1.88 4.19 -4.05 0.064
H -1.85 7.93 2.95 0.140
H 1.26 -4.15 0.86 0.065
H -0.83 0.89 2.59 0.109
H 3.11 -7.99 0.91 0.113
H -0.91 2.30 3.65 0.122
H 2.13 5.54 -2.04 0.125
H -3.46 7.52 3.30 0.143
H -3.60 -3.24 2.89 0.145
H 0.36 3.44 -3.42 0.068
H 0.97 0.42 -1.56 0.107
```



6.
DFT (the ωB97M-V functional and the def2-TZVPD basis) results for an isolated molecule of C19H18ClF4N3O2.

Calculated total energy: -1909.2699 Eh
Total charge: 0
Max |F|: 0.0128 hartree/bohr
Structure (SMILES): O=C(OCCN1CCN(c2ncc(C(F)(F)F)cc2Cl)CC1)c1ccc(F)cc1
HOMO energy: -8.28 eV
LUMO energy: 0.470 eV

Geometry as XYZ:
```
47
Properties=species:S:1:pos:R:3:nbo_charge:R:1
Cl -2.59 -1.48 3.16 0.016
F -4.65 3.08 4.92 -0.326
F -6.07 2.82 3.33 -0.328
F 0.01 -2.86 -6.00 -0.318
F -4.67 4.44 3.25 -0.322
O 2.42 -2.41 -0.20 -0.619
O 3.52 -0.77 -1.29 -0.513
N -2.31 1.92 1.06 -0.489
N 1.65 0.45 0.28 -0.467
N -1.11 0.00 0.74 -0.404
C 1.19 -0.16 1.52 -0.235
C 1.11 -3.15 -2.58 -0.131
C -2.70 0.17 2.62 -0.118
C 3.96 -0.22 -0.06 -0.085
C 2.63 -1.78 -1.20 0.818
C 2.16 -1.23 -3.61 -0.137
C -4.79 3.15 3.58 0.979
C 3.01 0.93 0.32 -0.229
C -3.18 2.68 1.70 0.107
C -3.59 0.97 3.30 -0.140
C -3.82 2.27 2.86 -0.246
C 0.65 -2.60 -4.85 0.418
C -0.63 0.62 -0.48 -0.225
C 1.97 -2.05 -2.50 -0.204
C -2.01 0.69 1.50 0.387
C -0.12 -0.90 1.27 -0.221
C 1.50 -1.50 -4.79 -0.292
C 0.67 1.38 -0.23 -0.224
C 0.45 -3.43 -3.76 -0.290
H 3.30 1.33 1.30 0.183
H -0.22 -4.27 -3.85 0.234
H 1.04 0.61 2.30 0.165
H -1.40 1.29 -0.87 0.243
H 0.06 -1.69 0.53 0.218
H -0.44 -0.19 -1.20 0.204
H 2.82 -0.38 -3.54 0.234
H 1.94 -0.87 1.86 0.221
H -0.45 -1.36 2.20 0.225
H -4.11 0.59 4.17 0.243
H 0.98 -3.77 -1.71 0.240
H 0.46 2.20 0.48 0.176
H 1.63 -0.88 -5.67 0.233
H 3.97 -1.00 0.70 0.205
H 1.03 1.80 -1.17 0.205
H 4.98 0.15 -0.23 0.197
H 3.12 1.72 -0.42 0.202
H -3.35 3.66 1.26 0.208
```